Computed, not measured: a molecular structure, C33H41N5SeYb, with ωB97M-V/def2-TZVPD.

Values from the calculation:
highest occupied orbital energy (alpha / beta): 0.157 / -2.691 eV
total charge: -1
2S+1: 2
Kohn-Sham gap (alpha / beta): 0.0802 / 0.1844 Ha

Geometry (Å):
Yb1 0.00000 0.00000 0.00000
N1 0.31860 -2.90310 2.38280
N2 0.24010 -2.17530 -1.25090
C1 0.68330 1.88690 -0.52340
C2 1.80520 1.02460 -0.19330
C3 1.64670 0.59560 1.17180
C4 2.59320 -0.26740 1.95690
H1 3.35350 -0.72690 1.30400
H2 2.05570 -1.07940 2.47740
H3 3.12750 0.34340 2.70920
C5 0.42910 1.15060 1.68650
C6 -0.09240 0.96960 3.08350
H4 0.34970 1.71370 3.77480
H5 0.15140 -0.03630 3.46230
H6 -1.18800 1.08580 3.12060
C7 -0.15610 1.97160 0.63720
C8 -1.38770 2.82150 0.77540
H7 -2.13510 2.35020 1.43430
H8 -1.86520 2.99580 -0.20290
H9 -1.13140 3.80830 1.20620
C9 2.96460 0.70550 -1.09360
H10 3.82220 1.37890 -0.90110
H11 2.68360 0.82160 -2.15270
H12 3.31740 -0.33020 -0.95080
C10 0.50350 2.65320 -1.80220
H13 -0.56140 2.83440 -2.01840
H14 0.92440 2.11220 -2.66420
H15 1.00750 3.63810 -1.74370
C11 -0.35760 -3.57330 3.32530
H16 0.10250 -3.59190 4.32370
C12 -1.57430 -4.23130 3.09820
H17 -2.07910 -4.76840 3.90730
C13 -2.11370 -4.17490 1.80370
H18 -3.06330 -4.67040 1.57280
C14 -1.42890 -3.47270 0.81140
H19 -1.83480 -3.39370 -0.20180
C15 -0.20560 -2.83760 1.13350
C16 0.55350 -2.01470 0.17310
H20 1.63730 -2.08740 0.34380
C17 -0.04290 -0.92870 -1.69300
C18 0.25120 -3.11690 -2.27480
H21 0.44440 -4.17680 -2.11990
C19 -0.03850 -2.41260 -3.41540
H22 -0.15530 -2.73560 -4.44790
N3 -0.20970 -1.06210 -3.04840
C20 -0.44610 0.01550 -3.96690
C21 0.57230 0.36680 -4.87980
C22 0.33990 1.45240 -5.74140
H23 1.12900 1.74480 -6.44430
C23 -0.86150 2.17990 -5.71260
C24 -1.09780 3.33140 -6.66350
H24 -1.64440 4.15350 -6.17050
H25 -1.70550 3.00720 -7.52960
H26 -0.14780 3.73150 -7.05520
C25 -1.84900 1.79590 -4.78900
H27 -2.79290 2.35280 -4.74870
C26 -1.66860 0.71860 -3.90610
C27 -2.73520 0.36010 -2.90220
H28 -2.81830 -0.73080 -2.76580
H29 -3.71470 0.75730 -3.21380
H30 -2.48800 0.77850 -1.91110
C28 1.88730 -0.37780 -4.92290
H31 1.80690 -1.30980 -5.51240
H32 2.22060 -0.66550 -3.91240
H33 2.66840 0.24400 -5.38970
C29 -0.84040 -1.27290 5.34880
N4 -2.14120 -0.78510 4.86680
C30 -3.01770 -0.42780 5.82710
C31 -4.18200 -0.02270 5.25460
N5 -4.05270 -0.11470 3.92090
C32 -5.10150 0.20670 2.96750
C33 -2.79720 -0.57160 3.65600
Se1 -2.28980 -0.84330 1.91220
H34 -0.98560 -2.15360 6.00740
H35 -0.33660 -0.47640 5.94040
H36 -0.14720 -1.56890 4.58690
H37 -2.81800 -0.47430 6.89400
H38 -5.06660 0.30690 5.78280
H39 -5.34820 -0.69900 2.37680
H40 -6.01630 0.53920 3.50400
H41 -4.75760 1.01950 2.29740

---

Computed, not measured: a single C4H11NOS molecule, with ωB97M-V/def2-TZVPD.

Values from the calculation:
highest occupied orbital energy: -9.253 eV
Kohn-Sham gap: 0.3662 Ha
energy relative to the best compared isomer or geometry (same formula, charge and spin): 65.0 kcal per mole
structure (SMILES): N[C@@H](CO)CCS

Geometry (Å):
C1 1.25317 1.44356 0.76574
O1 2.26894 2.08157 0.10467
C2 0.61857 0.25029 0.00730
C3 -0.72113 -0.26418 0.87025
C4 -1.65706 -1.17899 -0.02891
S1 -0.90268 -2.61681 -0.82121
N1 0.44529 0.43317 -1.52384
H1 1.22569 1.27401 1.90084
H2 0.28030 2.22837 0.81727
H3 2.12522 1.81224 -0.82776
H4 1.34986 -0.69181 0.16657
H5 -0.35306 -0.80393 1.72178
H6 -1.39495 0.66939 1.06290
H7 -2.09976 -0.51827 -0.84279
H8 -2.50682 -1.55314 0.56133
H9 0.23738 -3.15497 -0.28814
H10 -0.34978 1.05033 -1.77690
H11 0.18080 -0.46083 -1.86911

---

Computed, not measured: 8 unconnected molecules or ions with the total composition C54H97F3N2O17S, with ωB97M-V/def2-TZVPD.

Values from the calculation:
highest occupied orbital energy: -7.539 eV
Kohn-Sham gap: 0.2938 Ha
structure (SMILES): C=CC(N)(N)[C@](CCCCCCCCOC)(Cc1ccccc1)O[C@](S)(C=C)C[C@H](O)C(F)(F)F.CCOC(C)=O.CCOC(C)=O.CCOC(C)=O.CCOC(C)=O.CCOC(C)=O.CCOC(C)=O.CCOC(C)=O

Geometry (Å):
C1 -2.34175 0.60321 3.84555
C2 -2.85969 0.81483 2.59326
C3 -2.11024 0.53196 1.29080
S1 -0.58004 -0.38392 1.78809
C4 -1.61310 1.87515 0.67094
C5 -0.18582 1.95888 0.09519
O1 0.75479 2.37616 1.06413
C6 -0.18903 3.04221 -0.99880
F1 -0.83016 4.16456 -0.59409
F2 1.06374 3.43036 -1.29850
F3 -0.74636 2.62397 -2.14163
O2 -2.77197 -0.39970 0.47777
C7 -3.87788 -0.19074 -0.38706
C8 -3.48758 0.45290 -1.73708
C9 -2.14526 -0.04095 -2.25299
C10 -1.87906 0.42789 -3.68626
C11 -0.51624 -0.04074 -4.18439
C12 -0.31677 -1.55954 -4.09686
C13 0.54653 -2.00835 -2.90586
C14 2.01234 -1.60085 -3.04545
C15 2.80565 -2.04735 -1.82271
O3 2.67447 -1.04356 -0.82322
C16 2.60573 -1.59108 0.47748
C17 -4.36469 -1.66390 -0.74210
C18 -3.56204 -2.75310 -0.05116
C19 -4.03806 -3.30657 1.14024
C20 -3.33945 -4.31985 1.78962
C21 -2.14492 -4.81334 1.27313
C22 -1.66915 -4.26926 0.08222
C23 -2.36833 -3.25703 -0.56564
C24 -5.11976 0.53575 0.18582
N1 -5.62802 -0.13234 1.38290
N2 -4.84656 1.97039 0.49336
C25 -6.26070 0.52449 -0.84381
C26 -7.43434 -0.08580 -0.67638
H1 -2.79023 -0.10474 4.53830
H2 -1.46762 1.14354 4.19801
H3 -3.84058 1.27024 2.53635
H4 -0.99610 -1.65257 1.65479
H5 -2.30642 2.26885 -0.06766
H6 -1.62719 2.60074 1.48326
H7 0.14950 1.05747 -0.40895
H8 0.48247 3.25542 1.35084
H9 -3.54559 1.54427 -1.72397
H10 -4.22399 0.12956 -2.47105
H11 -1.32703 0.24316 -1.59951
H12 -2.23820 -1.12171 -2.32564
H13 -2.01500 1.50276 -3.79540
H14 -2.62977 -0.07565 -4.30541
H15 0.29079 0.46401 -3.65035
H16 -0.42990 0.22460 -5.23475
H17 -1.26207 -2.10674 -4.05490
H18 0.20571 -1.90603 -4.99135
H19 0.46629 -3.08727 -2.76132
H20 0.17833 -1.51043 -2.00296
H21 2.42069 -2.04509 -3.95538
H22 2.09849 -0.51636 -3.07811
H23 3.86578 -2.15160 -2.07388
H24 2.41912 -3.00026 -1.45295
H25 3.35236 -2.37809 0.61952
H26 2.82376 -0.81519 1.20784
H27 1.60859 -1.99166 0.67578
H28 -4.27188 -1.85144 -1.80896
H29 -5.38569 -1.81588 -0.41411
H30 -4.97995 -2.95666 1.54426
H31 -3.72895 -4.75372 2.70131
H32 -1.62506 -5.61370 1.77318
H33 -0.74478 -4.65070 -0.33255
H34 -1.95944 -2.89236 -1.49853
H35 -4.90104 -0.70450 1.79645
H36 -5.86896 0.55721 2.08296
H37 -4.92541 2.48013 -0.38137
H38 -5.63623 2.30704 1.04480
H39 -6.06676 1.09475 -1.74780
H40 -7.91542 -0.20411 0.28253
H41 -7.96062 -0.46409 -1.54702
O4 -1.32660 -0.40458 -7.26684
C27 -1.76179 -1.44484 -7.68440
O5 -1.08727 -2.57281 -7.40310
C28 -1.59427 -3.88724 -7.66464
C29 -1.31070 -4.34604 -9.07918
C30 -2.97197 -1.50676 -8.58085
H42 -2.65581 -3.94217 -7.41893
H43 -1.07454 -4.53099 -6.95627
H44 -1.80134 -3.71311 -9.81687
H45 -1.65701 -5.37126 -9.21575
H46 -0.24272 -4.30519 -9.28667
H47 -2.64599 -1.34266 -9.60775
H48 -3.64888 -0.70753 -8.28968
H49 -3.52228 -2.44250 -8.52141
O6 2.85508 -0.81003 4.53333
C31 3.25347 0.31797 4.35970
O7 4.55505 0.56509 4.49415
C32 5.15734 1.82432 4.13388
C33 5.07470 2.81940 5.26568
C34 2.28804 1.44186 4.07549
H50 4.73122 2.20408 3.20465
H51 6.19829 1.59107 3.92389
H52 4.03893 3.06484 5.51421
H53 5.59268 3.73741 4.99807
H54 5.53257 2.40359 6.16232
H55 1.90641 1.83009 5.01968
H56 1.46923 1.00873 3.50669
H57 2.71099 2.25630 3.49369
O8 6.19676 1.20425 7.96156
C35 5.75130 0.12731 8.24981
O9 6.51248 -0.71041 8.98289
C36 6.01238 -1.93085 9.53332
C37 6.09781 -3.07546 8.54493
C38 4.40921 -0.34183 7.73895
H58 5.00145 -1.79541 9.91989
H59 6.65098 -2.13453 10.39145
H60 5.47877 -2.89318 7.66635
H61 5.76927 -4.00507 9.01077
H62 7.12458 -3.19805 8.20100
H63 4.53895 -0.76978 6.74490
H64 3.75750 0.52523 7.66245
H65 3.91557 -1.06608 8.38228
O10 -0.68622 -7.16564 4.51254
C39 -0.02855 -6.19215 4.76627
O11 -0.49603 -4.98553 4.40944
C40 0.11061 -3.75246 4.82510
C41 1.23835 -3.32385 3.91575
C42 1.34205 -6.30149 5.39558
H66 0.42395 -3.81534 5.86838
H67 -0.69485 -3.01997 4.78278
H68 2.05765 -4.04516 3.92133
H69 1.63276 -2.35344 4.22649
H70 0.87852 -3.24886 2.88669
H71 2.07518 -6.46928 4.60791
H72 1.33755 -7.15983 6.06260
H73 1.63482 -5.43216 5.97844
O12 -7.23887 3.07569 1.71430
C43 -7.77321 3.87330 0.98643
O13 -7.26156 5.11024 0.91348
C44 -7.68952 6.07933 -0.05120
C45 -8.89990 6.85437 0.42394
C46 -9.03321 3.53338 0.23165
H74 -7.85323 5.61049 -1.02208
H75 -6.84133 6.75131 -0.16705
H76 -9.76360 6.20426 0.56388
H77 -9.16388 7.62519 -0.30003
H78 -8.68962 7.32890 1.38206
H79 -9.88811 3.70576 0.88472
H80 -8.99189 2.47835 -0.02912
H81 -9.16440 4.09457 -0.68993
O14 0.34848 -2.02398 -10.82518
C47 1.44542 -1.90391 -10.34828
O15 2.51103 -1.94086 -11.17238
C48 3.83635 -1.62008 -10.74190
C49 4.54347 -2.81702 -10.14124
C50 1.65438 -1.80079 -8.85744
H82 3.82646 -0.76504 -10.06512
H83 4.35449 -1.29950 -11.64417
H84 4.03876 -3.17046 -9.24201
H85 5.57038 -2.56031 -9.88029
H86 4.55740 -3.64137 -10.85407
H87 1.68877 -2.80384 -8.43400
H88 0.80527 -1.27149 -8.43694
H89 2.54893 -1.25435 -8.56842
O16 7.29155 4.29793 3.38679
C51 7.39065 5.48588 3.24865
O17 7.48208 6.25531 4.35002
C52 7.79150 7.65089 4.30594
C53 6.55530 8.49980 4.09473
C54 7.32732 6.13802 1.88705
H90 8.56281 7.85232 3.56151
H91 8.22948 7.87150 5.27772
H92 6.08445 8.29120 3.13388
H93 6.81147 9.55887 4.12880
H94 5.81981 8.29079 4.87122
H95 6.28217 6.29395 1.62258
H96 7.77442 5.45711 1.16776
H97 7.86016 7.08302 1.81970

---

Computed, not measured: a molecular structure, C3H3OTl, with ωB97M-V/def2-TZVPD.

Values from the calculation:
highest occupied orbital energy (alpha / beta): -21.015 / -20.299 eV
total charge: +2
Kohn-Sham gap (alpha / beta): 0.2834 / 0.2675 Ha

Geometry (Å):
H1 0.15969 0.30249 -1.90055
O1 -0.68178 -1.09131 -0.36867
C1 0.56802 -0.02232 -0.93546
C2 0.19589 0.70699 0.25819
C3 -0.83585 -0.18101 0.61569
H2 1.55602 -0.49455 -0.99471
H3 0.80433 1.31717 0.92372
Tl1 -1.76631 -0.53747 2.40179

---

Calculated strongest force on any atom (eV/A), listed in the same order as above: 12.75; 5.98; 2.15; 5.95
Calculated E_tot (Eh), listed in the same order as above: -5115.62021; -687.10575; -4202.01875; -362.88666